# 1
{"formula": "C45H97ClINO14P", "method": "ωB97M-V/def2-TZVPD", "total_charge": 1, "e_lumo_ha": -0.0707, "molar_mass_g_mol": 1069.6, "relative_energy_ev": 0.000, "elements": ["C", "C", "C", "I", "C", "C", "C", "C", "C", "C", "C", "C", "C", "C", "C", "C", "O", "C", "C", "O", "N", "C", "C", "C", "C", "O", "C", "O", "P", "C", "O", "C", "C", "C", "C", "Cl", "H", "H", "H", "H", "H", "H", "H", "H", "H", "H", "H", "H", "H", "H", "H", "H", "H", "H", "H", "H", "H", "H", "H", "H", "H", "H", "H", "H", "H", "H", "H", "H", "H", "H", "H", "H", "H", "H", "H", "H", "H", "H", "H", "C", "C", "O", "H", "H", "H", "H", "H", "H", "C", "C", "O", "H", "H", "H", "H", "H", "H", "C", "C", "O", "H", "H", "H", "H", "H", "H", "C", "C", "O", "H", "H", "H", "H", "H", "H", "C", "C", "O", "H", "H", "H", "H", "H", "H", "C", "C", "O", "H", "H", "H", "H", "H", "H", "C", "C", "O", "H", "H", "H", "H", "H", "H", "C", "C", "O", "H", "H", "H", "H", "H", "H", "C", "C", "O", "H", "H", "H", "H", "H", "H"], "coordinates": [[1.498102, 0.963216, 2.409917], [0.254267, 1.533507, 1.674218], [0.609717, 2.116761, 0.291298], [1.741688, 0.584307, -0.778851], [-0.548506, 2.802908, -0.470749], [-0.518694, 2.894427, -2.044271], [0.805960, 3.234951, -2.761096], [1.467690, 4.381869, -1.983605], [2.717736, 4.314804, -1.410251], [3.161862, 5.422712, -0.702043], [2.402362, 6.546792, -0.547633], [2.853814, 7.742606, 0.259382], [1.151384, 6.617804, -1.144965], [0.706741, 5.529575, -1.847334], [-1.361725, 1.628680, -2.443101], [-0.739802, 0.580273, -3.338444], [-1.742722, -0.020091, -4.196694], [-1.135257, -0.705619, -5.255596], [-0.573262, -2.096904, -5.020066], [-1.096465, -0.170887, -6.336839], [-2.248444, 1.197451, -1.294067], [-3.653411, 0.853140, -1.710865], [-4.686012, 1.995349, -1.827687], [-6.113245, 1.407873, -1.603081], [-6.390966, 1.018411, -0.158665], [-6.561349, 2.175194, 0.678973], [-6.580678, 1.698473, 1.982567], [-7.578976, 1.302640, 2.523381], [-1.657627, -0.393038, -0.492620], [-2.118432, -1.802489, -1.574096], [-2.529137, -0.650711, 0.882673], [-2.038340, 2.359980, -0.347312], [-2.810584, 2.423887, 0.981979], [-3.392489, 3.823168, 1.265767], [-2.348908, 4.954421, 1.224780], [-4.164803, 3.875872, 2.896162], [1.393161, 1.196446, 3.473069], [1.591667, -0.112670, 2.262585], [2.393382, 1.474750, 2.043553], [-0.534395, 0.778058, 1.647572], [-0.129753, 2.377458, 2.268819], [1.356211, 2.890409, 0.489234], [-0.456296, 3.852645, -0.175423], [-1.168111, 3.703540, -2.385772], [1.478528, 2.399825, -2.951389], [0.554291, 3.666147, -3.741014], [3.315715, 3.413837, -1.511556], [4.141094, 5.434217, -0.203620], [2.414984, 7.670768, 1.265923], [3.934910, 7.816514, 0.375390], [2.445881, 8.665306, -0.166332], [0.499900, 7.481686, -1.055919], [-0.287553, 5.580789, -2.289608], [-2.122612, 2.051100, -3.121016], [-0.213136, -0.234876, -2.826680], [-0.002174, 1.030913, -4.014859], [0.427910, -2.017671, -4.585259], [-1.234562, -2.620586, -4.318893], [-0.566274, -2.646726, -5.958977], [-4.105891, 0.071313, -1.092076], [-3.583209, 0.403607, -2.705972], [-4.578196, 2.810127, -1.111684], [-4.675141, 2.351032, -2.862960], [-6.307441, 0.567043, -2.273948], [-6.790008, 2.245600, -1.809033], [-5.590548, 0.397858, 0.287079], [-7.306133, 0.415312, -0.089240], [-5.627013, 1.649385, 2.539548], [-1.181251, -2.273177, -1.891544], [-2.666537, -2.554080, -0.972637], [-2.685054, -1.562390, -2.476320], [-3.204430, -1.334317, 0.739591], [-2.494336, 3.209892, -0.879906], [-3.690944, 1.772212, 0.875076], [-2.289873, 2.071654, 1.872040], [-4.186481, 4.079021, 0.558620], [-2.220450, 5.305461, 0.191010], [-1.376705, 4.592919, 1.574106], [-2.635521, 5.812054, 1.833438], [-6.153201, -5.561276, -0.696135], [-5.593719, -4.156919, -0.613027], [-4.170235, -4.172060, -0.777702], [-5.710567, -6.199281, 0.066294], [-7.236803, -5.560090, -0.566754], [-5.915907, -6.009627, -1.661880], [-5.808314, -3.713770, 0.359520], [-6.032655, -3.518385, -1.388931], [-3.983443, -4.556819, -1.642044], [7.128192, 5.327011, 2.745913], [5.664048, 5.607605, 2.474590], [5.152270, 4.760226, 1.441192], [7.718087, 5.474242, 1.839848], [7.513026, 5.985182, 3.527012], [7.272873, 4.291016, 3.058242], [5.529152, 6.636841, 2.142704], [5.069579, 5.454088, 3.381314], [5.256310, 3.847445, 1.733695], [-6.146923, -10.334676, 1.408046], [-5.430628, -9.657795, 0.255537], [-5.001660, -8.344349, 0.619645], [-7.012546, -9.747650, 1.718205], [-6.482055, -11.334300, 1.126252], [-5.487291, -10.418727, 2.275991], [-6.096125, -9.556576, -0.601042], [-4.556572, -10.240887, -0.052844], [-4.404809, -8.430699, 1.369234], [-4.884406, -7.136064, -5.350937], [-4.953037, -5.796889, -4.643865], [-3.713823, -5.092700, -4.766102], [-4.079389, -7.743937, -4.936813], [-5.823974, -7.680887, -5.250487], [-4.671712, -7.000476, -6.413868], [-5.143936, -5.936169, -3.581882], [-5.754339, -5.177303, -5.059110], [-3.547464, -4.959142, -5.704167], [9.437944, 0.825971, 3.363863], [8.097822, 0.730912, 2.663161], [7.729969, 1.984332, 2.079934], [9.407520, 1.589290, 4.143374], [9.710533, -0.128537, 3.814270], [10.222521, 1.117952, 2.659575], [7.315044, 0.460451, 3.371431], [8.129703, -0.027657, 1.876515], [8.412611, 2.223123, 1.445527], [6.086705, -1.696194, 0.370435], [5.067174, -2.709039, 0.852590], [3.779154, -2.110617, 0.975650], [6.141024, -0.855183, 1.060736], [7.077217, -2.146635, 0.284727], [5.800403, -1.294247, -0.605399], [5.341742, -3.093464, 1.833671], [5.002889, -3.553234, 0.158107], [3.530158, -1.778226, 0.108608], [12.410855, -3.236324, 4.987916], [11.072261, -3.307432, 4.277896], [10.733548, -2.046875, 3.698124], [12.387624, -2.475202, 5.768599], [12.666051, -4.195864, 5.439749], [13.204074, -2.957863, 4.289877], [10.280762, -3.564699, 4.980166], [11.094963, -4.066119, 3.489053], [11.425693, -1.820463, 3.068793], [-9.486827, -8.308570, 4.851995], [-9.528587, -7.885042, 3.395579], [-9.212820, -8.978294, 2.536001], [-8.499319, -8.694636, 5.107848], [-9.718405, -7.470313, 5.510959], [-10.205006, -9.109662, 5.041886], [-8.796867, -7.100753, 3.205000], [-10.520992, -7.503322, 3.134522], [-9.862952, -9.669900, 2.693317], [5.487587, 9.313997, -2.706586], [6.266279, 8.892451, -1.474525], [5.868421, 7.592732, -1.040755], [4.416501, 9.314320, -2.498208], [5.782629, 10.311905, -3.034395], [5.655668, 8.613255, -3.528034], [6.080592, 9.580937, -0.650808], [7.341028, 8.884311, -1.681400], [6.039935, 6.978567, -1.761186]], "forces_ev_per_angstrom": [[-0.6, 0.6, -0.1], [0.5, 0.2, 0.2], [-0.4, -0.4, 0.5], [0.3, 0.2, -0.1], [0.0, 0.2, -1.0], [0.2, -1.3, 0.5], [0.1, 0.5, 0.0], [-0.6, -1.0, -0.7], [-0.1, 0.0, 0.0], [1.6, -0.3, 0.5], [-0.4, 1.6, 0.2], [-0.3, -0.1, 0.5], [-0.2, -0.2, 0.0], [-0.7, 0.2, -0.2], [-0.8, 0.8, -2.5], [0.5, -1.2, -0.2], [0.3, -0.2, 0.2], [0.1, 0.5, -1.8], [-0.9, 0.4, 0.7], [-0.1, -0.5, 1.2], [-0.5, -1.1, 0.8], [-1.1, 0.9, -0.8], [-0.5, -0.9, -0.2], [0.5, 1.0, 0.6], [-0.2, -0.7, 0.0], [0.5, -0.4, 0.4], [-1.3, -0.5, 1.1], [0.8, 0.6, -0.9], [2.8, -0.8, 1.3], [-0.6, 0.1, 0.0], [-0.6, 0.1, -1.3], [-0.1, 1.9, 0.7], [-1.0, -0.7, 0.2], [0.6, 0.9, 0.0], [0.2, -0.2, -0.3], [0.1, -0.3, -0.2], [0.1, -0.3, -0.1], [0.2, 0.1, 0.0], [0.0, -0.2, 0.2], [0.1, 0.1, -0.2], [0.0, -0.1, -0.1], [0.1, -0.2, -0.4], [-0.4, -0.2, 0.3], [0.0, 0.1, 0.8], [-0.1, 0.1, 0.3], [-0.1, -0.3, 0.1], [0.0, 0.1, 0.1], [-0.5, -0.3, -0.4], [0.1, 0.0, -0.1], [-0.1, -0.1, -0.2], [0.2, -0.1, 0.0], [0.2, 0.1, 0.1], [0.2, 0.0, -0.1], [0.2, -0.2, 0.0], [-0.1, 0.3, 0.2], [-0.1, 0.4, 0.4], [-0.1, -0.1, -0.1], [0.3, 0.0, 0.0], [0.2, 0.2, 0.0], [0.6, 0.2, 0.4], [0.3, 0.0, 0.2], [0.2, 0.0, -0.2], [0.2, 0.4, 0.3], [-0.1, 0.1, 0.1], [-0.2, -0.4, -0.3], [0.0, 0.1, -0.3], [0.1, 0.1, -0.1], [0.1, 0.3, -0.7], [0.0, 0.2, 0.1], [0.1, 0.3, -0.3], [0.0, -0.1, 0.2], [-0.1, 0.1, 0.3], [-0.1, -0.4, -0.2], [0.2, 0.0, 0.1], [0.2, 0.0, -0.3], [0.0, -0.2, 0.2], [0.0, 0.0, 0.2], [-0.2, 0.1, 0.1], [-0.1, -0.1, -0.1], [0.0, 0.1, 0.2], [0.0, -0.3, -0.4], [0.0, 0.3, 0.1], [0.0, 0.0, 0.0], [0.0, 0.0, -0.1], [-0.1, 0.0, 0.0], [0.2, 0.0, 0.0], [-0.1, 0.1, 0.1], [0.0, -0.1, 0.0], [0.1, -0.1, 0.0], [0.1, -0.3, 0.1], [0.1, 0.0, 0.2], [0.0, 0.1, 0.0], [0.0, 0.0, 0.0], [0.0, 0.0, 0.1], [-0.1, -0.1, -0.1], [0.0, 0.1, 0.0], [0.1, 0.0, 0.0], [-0.1, 0.1, 0.0], [0.2, -0.1, 0.4], [0.0, 0.1, -0.2], [0.0, -0.1, -0.1], [0.0, 0.0, 0.0], [0.1, -0.1, -0.1], [0.1, 0.1, 0.0], [-0.1, -0.1, -0.1], [0.0, 0.0, 0.0], [0.0, 0.0, 0.1], [0.1, 0.0, -0.5], [0.0, 0.1, 0.3], [0.0, 0.0, 0.1], [0.0, 0.0, 0.0], [-0.1, 0.0, 0.0], [0.1, 0.1, 0.0], [-0.1, -0.1, 0.1], [0.0, 0.0, 0.0], [0.0, 0.0, 0.2], [0.4, 0.2, -0.2], [-0.3, 0.0, 0.1], [-0.1, 0.0, 0.0], [0.0, 0.1, -0.1], [0.0, -0.1, 0.0], [-0.1, 0.1, -0.1], [0.0, -0.1, 0.1], [0.0, 0.0, 0.0], [0.0, 0.0, 0.0], [0.0, 0.2, -0.3], [-0.1, -0.1, 0.2], [0.0, 0.0, 0.0], [0.0, 0.0, 0.0], [0.0, -0.1, 0.0], [-0.1, 0.0, 0.0], [0.1, -0.1, 0.1], [0.0, 0.1, 0.0], [0.0, 0.0, 0.1], [0.3, 0.1, -0.2], [-0.1, -0.2, 0.1], [0.0, 0.0, 0.0], [0.0, 0.0, 0.0], [0.0, -0.1, 0.0], [-0.1, 0.1, -0.1], [0.0, -0.1, 0.1], [0.0, 0.0, 0.0], [0.1, 0.0, 0.0], [-0.2, -0.3, 0.1], [0.1, 0.1, -0.1], [0.0, 0.1, 0.0], [0.0, 0.0, 0.0], [-0.1, 0.1, 0.0], [0.0, -0.1, -0.1], [0.0, 0.2, 0.1], [0.0, 0.0, 0.0], [-0.1, 0.0, 0.0], [0.0, -0.2, -0.3], [0.0, 0.1, 0.2], [0.0, 0.0, 0.0], [0.0, 0.0, 0.0], [0.1, 0.1, 0.0], [0.0, -0.1, 0.1], [0.0, 0.2, 0.0], [0.0, 0.0, 0.0]]}

***

# 2
{"formula": "C4H8ClN4", "method": "ωB97M-V/def2-TZVPD", "total_charge": 1, "e_lumo_ha": -0.1768, "molar_mass_g_mol": 147.6, "relative_energy_ev": 4.691, "elements": ["C", "C", "C", "C", "N", "N", "N", "N", "Cl", "H", "H", "H", "H", "H", "H", "H", "H"], "coordinates": [[-0.112008, -0.692254, 1.911068], [0.210392, 0.872134, -1.308435], [-0.491887, 0.806318, 0.079010], [1.332485, -1.146729, -0.897381], [0.243864, -2.188192, 3.705009], [-0.118508, -1.532087, 2.759836], [1.435892, 0.136331, -1.181730], [-0.412563, -0.539292, 0.600011], [2.569864, -1.983888, -0.127586], [-0.419545, 0.404172, -2.067149], [0.407177, 1.904055, -1.591502], [0.011973, 1.473645, 0.780466], [-1.522882, 1.144392, -0.047925], [0.555876, -1.731509, -1.373561], [-0.392636, -2.288268, 4.489934], [2.243864, 0.636115, -0.824609], [-1.118351, -1.176016, 0.232719]], "forces_ev_per_angstrom": [[0.5, 0.8, 0.2], [-0.8, 0.2, 0.0], [0.0, 0.4, -0.2], [0.7, 0.8, -0.3], [1.2, -1.6, 0.9], [-0.4, 0.9, -0.3], [0.5, -1.1, 0.4], [-0.8, -0.7, -0.5], [-0.3, 0.2, -0.2], [0.1, 0.1, 0.0], [0.0, -0.1, -0.1], [-0.1, -0.1, 0.0], [0.1, 0.0, 0.1], [0.0, 0.0, 0.2], [-0.6, 0.3, -0.2], [0.1, -0.1, 0.0], [0.0, 0.1, 0.0]]}

***

# 3
{"formula": "C3H4O2Sr", "method": "ωB97M-V/def2-TZVPD", "e_lumo_ha": -0.0549, "molar_mass_g_mol": 159.7, "relative_energy_ev": 0.000, "elements": ["C", "O", "C", "C", "O", "Sr", "H", "H", "H", "H"], "coordinates": [[1.751364, 0.834419, 0.574828], [1.356927, -0.477275, 0.380175], [-2.670221, 0.042469, -0.191119], [-2.288513, -0.977173, -0.783895], [-1.342138, -1.768292, -1.107305], [0.910769, -2.223903, -0.903550], [2.690050, 0.919188, 1.153361], [1.891372, 1.424432, -0.349953], [0.947595, 1.312538, 1.166375], [-3.247205, 0.913596, 0.061083]], "forces_ev_per_angstrom": [[-0.6, 0.3, 0.7], [0.7, -1.3, -1.2], [-0.9, -0.7, -0.9], [1.8, 2.1, 1.6], [-0.1, -1.4, -0.8], [-1.1, 1.4, 0.9], [-0.2, -0.1, -0.1], [-0.1, -0.2, 0.1], [0.4, 0.3, -0.2], [0.1, -0.5, -0.1]]}